[1]
{"formula": "C42H30ClHfN7O2P", "method": "wB97M-V/def2-TZVPD", "elements": ["Hf", "C", "C", "N", "C", "C", "N", "C", "C", "C", "C", "C", "N", "C", "C", "N", "C", "C", "N", "C", "C", "C", "N", "C", "C", "H", "H", "H", "H", "H", "H", "H", "H", "H", "H", "H", "H", "O", "C", "O", "C", "C", "C", "C", "C", "C", "P", "C", "C", "C", "C", "C", "C", "C", "C", "C", "C", "C", "C", "H", "H", "H", "H", "H", "H", "H", "H", "H", "H", "H", "H", "H", "H", "Cl", "C", "C", "C", "C", "N", "C", "H", "H", "H", "H"], "coordinates": [[-0.16949, -0.67508, 0.27400], [3.82123, -0.12169, -1.84827], [2.45872, -0.16784, -1.59452], [1.97616, -0.10186, -0.34624], [2.87417, -0.01870, 0.66282], [4.23624, 0.05467, 0.37526], [4.69588, 0.00453, -0.86255], [2.32200, -0.09897, 2.02192], [3.08767, 0.00378, 3.16252], [2.53112, -0.24888, 4.42608], [1.16714, -0.58032, 4.45020], [0.43874, -0.61060, 3.28194], [0.99690, -0.36865, 2.07438], [-0.96532, -1.05093, 3.24303], [-1.79731, -1.12332, 4.35831], [-2.97511, -1.72270, 4.30170], [-3.36535, -2.24368, 3.14737], [-2.61256, -2.06670, 1.99120], [-1.42354, -1.45885, 2.03902], [3.33883, -0.22383, 5.65247], [2.73867, -0.23773, 6.91442], [3.54508, -0.26538, 8.04426], [4.86670, -0.27276, 7.97019], [5.45627, -0.24370, 6.78548], [4.73548, -0.22007, 5.59911], [4.20737, -0.18636, -2.85758], [1.75428, -0.24392, -2.40685], [4.99016, 0.14419, 1.14752], [4.12797, 0.27386, 3.07609], [0.68763, -0.85432, 5.37644], [-1.51643, -0.68142, 5.30691], [-4.29941, -2.79131, 3.13993], [-2.96356, -2.40645, 1.02582], [1.66615, -0.19808, 7.04629], [3.11394, -0.28233, 9.03781], [6.53943, -0.24340, 6.78104], [5.27850, -0.22366, 4.66449], [0.71799, -2.49564, -0.19307], [-0.20782, -2.55757, -1.06601], [-1.32753, -2.03587, -0.70039], [0.05419, -2.71506, -2.49942], [0.64177, -3.80752, -3.11646], [0.93404, -3.74215, -4.47050], [0.66376, -2.58327, -5.18493], [0.10317, -1.47501, -4.55785], [-0.22579, -1.52451, -3.21076], [-0.90652, -0.05833, -2.30787], [-0.40603, 1.42934, -3.22647], [-0.97079, 1.77252, -4.45642], [-0.58791, 2.94360, -5.08995], [0.35260, 3.78426, -4.50838], [0.91085, 3.45965, -3.27973], [0.52338, 2.29303, -2.63904], [-2.69265, -0.18956, -2.65441], [-3.28594, -1.41232, -2.96711], [-4.63925, -1.46626, -3.26368], [-5.40673, -0.31033, -3.24440], [-4.82039, 0.90884, -2.93251], [-3.46793, 0.97225, -2.63905], [0.84183, -4.70802, -2.54941], [1.38031, -4.59332, -4.96609], [0.89509, -2.53826, -6.24100], [-0.08421, -0.57311, -5.12583], [-1.71011, 1.13087, -4.91975], [-1.03113, 3.20741, -6.04106], [0.64487, 4.69743, -5.00933], [1.64203, 4.11374, -2.82309], [0.93646, 2.05905, -1.66534], [-2.69885, -2.31981, -2.99589], [-5.09242, -2.41316, -3.52551], [-6.45932, -0.35802, -3.48990], [-5.41640, 1.81246, -2.94077], [-2.99962, 1.92918, -2.44544], [-0.48596, 5.13700, 0.52851], [-1.31481, 3.64757, 0.52580], [-2.70085, 3.58646, 0.38809], [-3.31623, 2.34524, 0.38480], [-2.54307, 1.20991, 0.51186], [-1.20299, 1.25990, 0.64058], [-0.60780, 2.46474, 0.65777], [-3.27906, 4.49528, 0.28068], [-4.38908, 2.25777, 0.28384], [-2.99805, 0.22528, 0.49662], [0.46855, 2.48676, 0.78629]], "forces_ev_per_angstrom": [[-0.244, 1.797, 0.445], [0.001, 0.028, 0.137], [-0.082, 0.127, 0.019], [0.519, -0.019, 0.151], [0.154, 0.148, -0.347], [-0.132, 0.031, 0.140], [0.136, -0.001, -0.186], [0.022, 0.012, 0.419], [-0.029, 0.071, -0.104], [-0.035, 0.026, -0.006], [-0.059, 0.088, -0.148], [0.147, 0.047, 0.248], [0.553, -0.075, 0.730], [-0.322, -0.077, 0.130], [0.212, -0.018, -0.191], [-0.177, -0.060, 0.074], [0.108, 0.088, 0.066], [-0.082, -0.002, -0.111], [0.137, 0.180, 0.398], [0.111, -0.018, 0.142], [-0.054, 0.040, 0.008], [-0.089, 0.020, -0.280], [0.291, 0.001, 0.438], [-0.228, 0.012, -0.192], [0.008, -0.007, -0.052], [-0.044, 0.015, -0.017], [0.003, -0.040, -0.048], [-0.113, -0.027, 0.072], [0.007, -0.042, 0.019], [0.023, -0.013, 0.014], [0.036, -0.064, -0.004], [-0.007, 0.027, -0.081], [0.028, -0.019, -0.006], [0.007, -0.019, -0.001], [-0.021, 0.013, -0.020], [-0.010, -0.012, -0.027], [0.010, -0.031, 0.010], [0.473, -1.140, -0.327], [0.204, -0.931, -0.673], [-0.825, -1.196, -0.247], [-0.120, 0.200, -0.292], [-0.004, -0.103, 0.232], [-0.003, 0.031, -0.049], [0.019, -0.047, 0.004], [-0.061, 0.054, 0.030], [0.035, -0.099, 0.131], [-0.199, 0.308, -1.449], [0.083, -0.046, 0.389], [0.051, -0.075, -0.065], [-0.044, 0.000, -0.067], [0.040, 0.000, 0.051], [0.026, 0.010, 0.000], [-0.101, -0.046, -0.048], [0.055, 0.058, 0.224], [0.007, 0.064, 0.068], [-0.018, -0.052, -0.011], [-0.018, -0.028, -0.010], [-0.027, 0.066, 0.025], [0.061, -0.048, -0.034], [0.048, 0.014, -0.020], [-0.028, -0.012, 0.000], [0.001, 0.012, 0.007], [0.059, -0.030, -0.021], [-0.042, 0.029, 0.016], [0.011, -0.019, -0.002], [-0.003, -0.007, -0.010], [-0.028, 0.019, 0.004], [0.058, 0.016, 0.010], [-0.004, -0.020, -0.029], [0.001, 0.007, 0.004], [0.004, 0.007, 0.006], [0.019, 0.000, -0.008], [-0.044, 0.044, -0.001], [0.041, 0.015, 0.007], [-0.156, -0.167, 0.006], [0.101, -0.010, -0.008], [-0.012, 0.018, 0.124], [-0.047, 0.031, 0.006], [-0.571, 0.708, 0.171], [0.204, 0.084, 0.065], [0.022, 0.016, 0.023], [0.010, -0.011, -0.006], [-0.058, 0.032, -0.041], [-0.005, 0.018, -0.025]], "lowdin_charge": [1.664, -0.028, -0.066, 0.011, -0.154, -0.007, 0.154, -0.164, 0.093, -0.064, 0.093, -0.165, 0.004, -0.162, -0.013, 0.152, -0.034, -0.053, 0.014, -0.162, 0.010, -0.088, 0.107, -0.088, 0.012, 0.140, 0.087, 0.136, 0.117, 0.121, 0.139, 0.139, 0.125, 0.110, 0.127, 0.127, 0.109, -0.015, -0.534, -0.160, -0.159, 0.026, -0.013, -0.008, -0.034, -0.288, 1.075, -0.364, -0.087, -0.031, -0.030, -0.050, -0.121, -0.350, -0.069, -0.040, -0.037, -0.050, -0.118, 0.139, 0.130, 0.130, 0.108, 0.121, 0.126, 0.126, 0.118, 0.065, 0.107, 0.122, 0.124, 0.121, 0.105, 0.802, -0.633, -0.009, -0.009, -0.132, -0.105, -0.148, 0.139, 0.137, 0.113, 0.117], "relative_energy_kcal_mol": 10.5, "total_charge": 3, "spin_multiplicity": 1}


[2]
{"formula": "C2H5NO4", "method": "wB97M-V/def2-TZVPD", "elements": ["C", "C", "N", "O", "O", "O", "O", "H", "H", "H", "H", "H"], "coordinates": [[-1.66506, -0.38823, 0.02416], [-0.29473, -0.68820, -0.37478], [0.93325, 0.45867, 0.12133], [0.32239, 0.27786, -1.17024], [2.22272, 0.11803, 0.10391], [0.24647, -1.74621, -0.20136], [0.63710, 1.65010, 0.59896], [-1.89699, 0.61570, 0.03305], [-2.30422, -0.98198, -0.63415], [-1.77104, -0.78169, 1.16749], [2.19977, -0.91284, -0.02131], [1.37034, 2.37879, 0.35293]], "forces_ev_per_angstrom": [[-0.602, -2.776, 3.348], [0.007, -1.512, -0.054], [-1.355, 0.139, 0.161], [0.978, 0.905, -0.555], [1.260, -1.623, -0.406], [0.086, -1.748, -0.433], [2.665, 3.642, 0.220], [-0.546, 2.120, -0.295], [-0.179, 0.176, 0.238], [0.030, 0.734, -2.865], [-0.387, 2.199, 0.390], [-1.956, -2.255, 0.252]], "lowdin_charge": [0.024, -0.648, -0.340, 0.078, 0.071, 0.065, 0.062, 0.047, 0.101, 0.162, 0.179, 0.199], "relative_energy_kcal_mol": 175.9, "spin_multiplicity": 1, "smiles": "C[C@@]1([O-])O[N+]1(O)O"}


[3]
{"formula": "C43H36Cl2N3O2PS2SiTi", "method": "wB97M-V/def2-TZVPD", "elements": ["Ti", "C", "Si", "C", "C", "N", "C", "C", "C", "C", "C", "C", "O", "C", "C", "C", "C", "C", "C", "H", "H", "H", "H", "H", "H", "H", "H", "H", "H", "H", "H", "H", "H", "H", "H", "H", "H", "S", "C", "C", "C", "C", "N", "C", "C", "C", "S", "C", "N", "H", "H", "O", "C", "C", "C", "C", "C", "C", "C", "P", "C", "C", "C", "C", "C", "C", "C", "C", "C", "C", "C", "C", "H", "H", "H", "H", "H", "H", "H", "H", "H", "H", "H", "H", "H", "H", "Cl", "C", "Cl", "H", "H"], "coordinates": [[-0.32258, 0.31748, 0.38244], [0.25092, 2.58549, -1.25437], [-0.33356, 3.37355, 0.35406], [-1.96813, 4.30350, 0.25071], [1.03865, 4.54967, 0.88496], [-0.42963, 1.95811, 1.41444], [-0.41171, 2.10290, 2.78432], [-0.78908, 3.27592, 3.44796], [-0.79934, 3.33814, 4.83032], [-0.45252, 2.23006, 5.59206], [-0.10704, 1.04351, 4.96175], [-0.09719, 0.99936, 3.58276], [0.15482, -0.17074, 2.87103], [1.08655, -1.04041, 3.43880], [0.72022, -2.35509, 3.66834], [1.63699, -3.21239, 4.26242], [2.88678, -2.75310, 4.64029], [3.23973, -1.42939, 4.40456], [2.34696, -0.56880, 3.78905], [-0.43137, 2.69350, -2.09335], [0.35775, 1.47962, -1.19819], [1.25176, 2.92163, -1.53149], [-2.28424, 4.43156, -0.78410], [-1.89164, 5.29171, 0.70406], [-2.75950, 3.74948, 0.75515], [1.12273, 5.30736, 0.10273], [1.99851, 4.03645, 0.94377], [0.87181, 5.06798, 1.82631], [-1.08539, 4.14267, 2.87241], [-1.09096, 4.25975, 5.31556], [-0.46386, 2.27915, 6.67117], [0.14556, 0.16084, 5.53524], [-0.27204, -2.69590, 3.41280], [1.35923, -4.24165, 4.44322], [3.58791, -3.42378, 5.11636], [4.21464, -1.06604, 4.69730], [2.60059, 0.46568, 3.60281], [-2.49300, 0.98262, -0.51130], [-3.34384, 0.27563, -1.88881], [-4.68339, -0.04321, -1.68493], [-5.49925, -0.48080, -2.72143], [-6.85608, -0.81563, -2.45113], [-7.95076, -1.07294, -2.21453], [-4.95641, -0.57404, -4.01339], [-3.63105, -0.23803, -4.22138], [-2.78679, 0.17249, -3.17944], [-1.11499, 0.46425, -3.51473], [-5.74147, -1.04059, -5.10891], [-6.37363, -1.42560, -5.98743], [-5.11712, 0.07761, -0.70212], [-3.21675, -0.30910, -5.21763], [1.75050, 0.19466, 0.55306], [1.23448, -0.92140, 0.49838], [1.79595, -2.21304, 0.16352], [2.81842, -2.89847, 0.80901], [3.21294, -4.11436, 0.28537], [2.62217, -4.60320, -0.87819], [1.64140, -3.88075, -1.53491], [1.20109, -2.67065, -1.00694], [0.09519, -1.39851, -1.87290], [1.38814, -1.06314, -3.10893], [1.49222, -1.77016, -4.30259], [2.53455, -1.50727, -5.17328], [3.47748, -0.53730, -4.86419], [3.37560, 0.16798, -3.67665], [2.33614, -0.09467, -2.79849], [-1.14508, -2.63150, -2.41661], [-1.52742, -3.58051, -1.46889], [-2.46181, -4.55336, -1.77883], [-3.01037, -4.60958, -3.05207], [-2.61230, -3.68938, -4.00920], [-1.69080, -2.70267, -3.69343], [3.26943, -2.49837, 1.70528], [3.98840, -4.68635, 0.77631], [2.94318, -5.55510, -1.27718], [1.21380, -4.25795, -2.45486], [0.76066, -2.52245, -4.56012], [2.60721, -2.05933, -6.10113], [4.28764, -0.33147, -5.54951], [4.10486, 0.92801, -3.42861], [2.27444, 0.46065, -1.87138], [-1.08520, -3.57195, -0.47765], [-2.75724, -5.26815, -1.02306], [-3.74069, -5.36786, -3.29684], [-3.03040, -3.72499, -5.00665], [-1.41333, -1.96439, -4.43253], [-4.21395, -3.28675, 1.41227], [-3.49856, -1.79881, 0.81816], [-1.87857, -1.56588, 1.55916], [-4.09556, -0.94679, 1.12423], [-3.36866, -1.85396, -0.25795]], "forces_ev_per_angstrom": [[-0.870, 0.412, 0.290], [0.083, -0.198, 0.263], [-0.066, 0.159, -0.039], [0.205, -0.128, -0.014], [-0.159, -0.191, -0.074], [-0.060, -0.051, -0.540], [-0.219, -0.140, 0.515], [0.119, -0.058, 0.055], [0.023, -0.037, 0.083], [-0.009, 0.064, -0.012], [-0.019, -0.016, -0.011], [-0.102, 0.282, -0.012], [0.088, -0.060, -0.159], [0.114, -0.050, 0.190], [0.016, 0.122, -0.009], [-0.026, -0.053, -0.015], [0.065, 0.000, -0.020], [-0.007, -0.044, -0.083], [-0.137, -0.024, -0.070], [-0.005, 0.038, 0.009], [0.115, 0.223, -0.414], [0.020, 0.080, 0.024], [0.024, -0.006, -0.072], [0.028, 0.074, 0.044], [0.007, -0.031, 0.020], [0.018, 0.067, -0.050], [0.043, -0.072, 0.011], [-0.073, -0.005, 0.067], [-0.018, 0.000, -0.020], [0.001, 0.007, 0.024], [-0.010, 0.008, 0.033], [-0.009, 0.017, -0.002], [-0.026, -0.004, -0.033], [-0.009, -0.022, 0.010], [0.025, -0.017, 0.027], [0.042, 0.013, 0.002], [0.006, 0.034, -0.010], [0.198, 0.098, 0.120], [-0.018, -0.017, 0.054], [-0.035, -0.015, -0.134], [0.375, 0.071, -0.051], [-0.285, -0.018, -0.008], [-0.075, -0.049, 0.045], [0.218, 0.107, 0.329], [-0.052, -0.042, 0.039], [0.179, -0.023, -0.034], [-0.067, 0.055, -0.089], [-0.264, -0.079, -0.187], [0.012, -0.032, -0.075], [-0.023, -0.001, 0.032], [0.004, 0.005, -0.019], [0.267, -0.070, -0.100], [0.100, 0.119, -0.106], [0.036, -0.059, -0.053], [0.025, -0.061, 0.041], [0.044, 0.023, 0.071], [-0.034, 0.007, -0.030], [0.052, 0.013, 0.038], [-0.010, -0.082, -0.019], [0.046, -0.258, 0.343], [-0.084, 0.030, -0.093], [-0.003, -0.018, 0.062], [0.048, 0.009, -0.056], [0.027, 0.005, -0.024], [0.051, 0.034, -0.010], [-0.026, 0.018, -0.004], [0.098, 0.046, -0.118], [-0.071, 0.048, 0.155], [-0.084, -0.036, 0.018], [0.022, 0.015, -0.011], [-0.033, -0.045, -0.010], [-0.026, 0.077, -0.024], [0.022, 0.027, 0.090], [0.017, -0.009, 0.015], [0.022, -0.052, -0.030], [-0.020, -0.016, -0.037], [-0.017, -0.033, 0.007], [0.004, 0.001, -0.013], [0.033, 0.010, -0.030], [0.017, 0.004, -0.006], [0.001, -0.002, -0.004], [-0.056, 0.016, -0.050], [-0.022, -0.027, 0.019], [-0.034, -0.029, -0.010], [-0.015, -0.011, -0.014], [0.013, 0.033, 0.006], [0.010, -0.014, 0.001], [0.007, 0.063, -0.076], [0.123, -0.162, 0.014], [0.048, -0.066, -0.058], [0.019, 0.000, 0.073]], "lowdin_charge": [0.635, -0.201, 0.426, -0.181, -0.160, -0.189, -0.267, -0.028, -0.078, -0.080, -0.004, -0.201, -0.134, -0.293, -0.009, -0.067, -0.087, -0.067, -0.006, 0.006, -0.061, 0.056, 0.034, 0.029, 0.020, 0.038, 0.035, 0.024, 0.092, 0.106, 0.103, 0.127, 0.089, 0.111, 0.105, 0.110, 0.136, 0.685, -0.612, -0.084, -0.188, -0.185, 0.166, -0.189, -0.071, -0.680, 0.669, -0.179, 0.171, 0.108, 0.116, -0.007, -0.383, -0.204, -0.005, -0.059, -0.053, -0.056, -0.274, 1.012, -0.410, -0.090, -0.070, -0.081, -0.069, -0.090, -0.348, -0.127, -0.078, -0.066, -0.060, -0.123, 0.108, 0.108, 0.108, 0.117, 0.097, 0.106, 0.103, 0.106, 0.086, 0.093, 0.102, 0.107, 0.112, 0.065, 0.580, -0.961, 0.678, 0.025, 0.005], "relative_energy_kcal_mol": 56.6, "spin_multiplicity": 1}


no.,LUMO energy (Eh),gap between HOMO and LUMO (eV)
1,-0.360,6.200
2,0.018,10.293
3,-0.038,6.163